# 1
CH3F2OP | ωB97M-V with the def2-TZVPD basis set

## Properties
E_tot: -656.29272 Eh
Energy relative to the best compared isomer or geometry (same formula, charge and spin): 6.24 kcal/mol
SMILES: COP(F)F

Structure (XYZ):
```
8
CH3F2OP, DFT ωB97M-V with the def2-TZVPD basis set
C -0.972 -0.572 0.331
O 0.230 0.163 0.496
P 0.866 1.141 -0.622
F 1.892 -0.023 -1.470
F 2.010 1.594 0.389
H -1.881 0.033 0.687
H -0.920 -1.503 0.851
H -1.225 -0.833 -0.663
```

These are the Löwdin partial charges, in e, on atoms 1 to 6: C -0.150; O -0.381; P 0.894; F -0.359; F -0.251; H 0.112


# 2
CH10O6 | ωB97M-V with the def2-TZVPD basis set

## Properties
E_tot: -495.51191 Eh
Energy relative to the best compared isomer or geometry (same formula, charge and spin): 40.08 kcal/mol
SMILES: O=CO.O.O.O.O

Structure (XYZ):
```
17
CH10O6, DFT ωB97M-V with the def2-TZVPD basis set
O -0.891 0.519 -2.464
C -1.552 0.112 -1.502
O -0.900 -0.220 -0.394
H -2.636 0.211 -1.440
H -0.655 -1.168 -0.155
O 0.399 -0.878 2.358
H 1.389 -0.707 2.132
H 0.126 0.035 2.636
O 2.388 0.439 0.736
H 1.737 1.128 0.439
H 3.333 0.697 0.467
O 0.092 2.748 -0.032
H -0.328 1.918 0.234
H -0.371 3.527 0.323
O -0.294 -2.727 0.290
H 0.204 -2.050 0.790
H 0.175 -3.304 -0.372
```

These are the Löwdin partial charges, in e, on atoms 1 to 6: O 0.047; C -0.359; O -0.007; H 0.133; H 0.062; O -0.106


# 3
C3H9NO2 | ωB97M-V with the def2-TZVPD basis set

## Properties
E_tot: -324.56829 Eh
Energy relative to the best compared isomer or geometry (same formula, charge and spin): 35.93 kcal/mol
Charge: +1
Spin multiplicity: 2

Structure (XYZ):
```
15
C3H9NO2, DFT ωB97M-V with the def2-TZVPD basis set
C 0.833 2.197 0.385
N 0.980 2.852 -0.897
H 1.102 -1.513 -0.371
H 1.958 3.091 -1.050
H 0.413 2.561 -1.693
H 1.633 1.461 0.543
H -0.171 1.795 0.399
H 1.149 2.902 1.176
C -1.639 -1.961 -0.139
C -0.490 -2.485 0.691
O 0.734 -2.130 0.284
O -0.583 -3.128 1.691
H -2.482 -2.663 -0.187
H -1.380 -1.888 -1.191
H -2.056 -1.093 0.357
```

These are the Löwdin partial charges, in e, on atoms 1 to 6: C -0.002; N 0.286; H 0.117; H 0.158; H 0.165; H 0.140


The lowest E_tot belongs to which entry?
CH3F2OP


Repeat the third record exactly.
C3H9NO2 | ωB97M-V with the def2-TZVPD basis set

## Properties
E_tot: -324.56829 Eh
Energy relative to the best compared isomer or geometry (same formula, charge and spin): 35.93 kcal/mol
Charge: +1
Spin multiplicity: 2

Structure (XYZ):
```
15
C3H9NO2, DFT ωB97M-V with the def2-TZVPD basis set
C 0.833 2.197 0.385
N 0.980 2.852 -0.897
H 1.102 -1.513 -0.371
H 1.958 3.091 -1.050
H 0.413 2.561 -1.693
H 1.633 1.461 0.543
H -0.171 1.795 0.399
H 1.149 2.902 1.176
C -1.639 -1.961 -0.139
C -0.490 -2.485 0.691
O 0.734 -2.130 0.284
O -0.583 -3.128 1.691
H -2.482 -2.663 -0.187
H -1.380 -1.888 -1.191
H -2.056 -1.093 0.357
```

These are the Löwdin partial charges, in e, on atoms 1 to 6: C -0.002; N 0.286; H 0.117; H 0.158; H 0.165; H 0.140


What is the formula in the third record?
C3H9NO2